The following is a DFT calculation (wB97M-V/def2-TZVPD) of a 10-piece molecular cluster, H20O10 overall at a distorted geometry.

Its HOMO energy is -10.3 eV. The charge is 0. The calculation puts the energy above the lowest of the compared OMol25 structures with the same formula, charge and spin at 544.07 kJ/mol. The calculation puts the frontier orbital gap at 10.2 eV. For the total energy, the calculation gives -20796.9737 eV. As for the SMILES: O.O.O.O.O.O.O.O.O.O.

Each atom is followed by the atoms it is bonded to, with distances in Å.
Element x y z (Å)
1 O 3.531 1.487 1.458  H10 1.026, H23 0.938
2 H 3.154 -2.011 3.709  O25 0.946
3 H -1.934 -2.271 -3.050  O29 0.982
4 H 0.322 -3.424 1.588  O22 0.882
5 H 0.945 -0.300 -4.427  O6 1.007
6 O 0.758 -1.286 -4.339  H5 1.007, H11 0.946
7 O 0.082 -0.050 -0.109  H18 1.017, H24 0.939
8 H -2.221 4.727 -0.145  O12 0.908
9 H -2.068 3.163 0.047  O12 0.992
10 H 4.207 1.764 2.179  O1 1.026
11 H 1.446 -1.791 -4.747  O6 0.946
12 O -2.371 3.915 -0.524  H8 0.908, H9 0.992
13 O -3.698 0.355 2.503  H14 0.959, H30 0.980
14 H -2.885 0.451 3.003  O13 0.959
15 H 2.454 -0.701 4.146  O25 0.909
16 H -1.186 -3.472 -2.309  O29 1.003
17 H -2.122 -0.571 -2.233  O28 1.037
18 H 0.074 0.966 -0.068  O7 1.017
19 O 1.099 3.929 0.453  H21 0.928, H27 0.975
20 H -1.765 -1.395 -0.927  O28 0.954
21 H 0.258 4.205 0.732  O19 0.928
22 O 0.863 -3.929 1.108  H4 0.882, H26 0.987
23 H 2.721 1.811 1.804  O1 0.938
24 H 0.904 -0.438 0.128  O7 0.939
25 O 2.976 -1.101 3.518  H2 0.946, H15 0.909
26 H 1.173 -3.344 0.376  O22 0.987
27 H 1.808 4.561 0.674  O19 0.975
28 O -1.724 -0.508 -1.278  H17 1.037, H20 0.954
29 O -1.667 -3.210 -3.150  H3 0.982, H16 1.003
30 H -4.083 1.250 2.400  O13 0.980

Here is what Mulliken gives for the atomic charges, in e:
1 O -0.61
2 H 0.30
3 H 0.27
4 H 0.29
5 H 0.32
6 O -0.60
7 O -0.57
8 H 0.29
9 H 0.31
10 H 0.32
11 H 0.29
12 O -0.60
13 O -0.63
14 H 0.31
15 H 0.30
16 H 0.29
17 H 0.25
18 H 0.27
19 O -0.59
20 H 0.27
21 H 0.29
22 O -0.60
23 H 0.28
24 H 0.28
25 O -0.59
26 H 0.32
27 H 0.31
28 O -0.50
29 O -0.59
30 H 0.32



The following is a DFT calculation (wB97M-V/def2-TZVPD) of a 10-piece molecular cluster, H20O10 overall at a distorted geometry.

Its HOMO energy is -10.5 eV. The charge is 0. The calculation puts the energy above the lowest of the compared OMol25 structures with the same formula, charge and spin at 538.98 kJ/mol. The calculation puts the frontier orbital gap at 10.3 eV. For the total energy, the calculation gives -20797.0265 eV. As for the SMILES: O.O.O.O.O.O.O.O.O.O.

Each atom is followed by the atoms it is bonded to, with distances in Å.
Element x y z (Å)
1 H -37.790 -0.574 4.743  O27 1.044
2 O -40.251 -1.595 5.878  H22 1.004, H25 0.947
3 H -35.826 -5.016 5.684  O7 1.007
4 H -40.567 -3.409 4.257  O20 0.900
5 H -39.552 -5.583 7.204  O16 1.116
6 O -38.249 -2.938 6.074  H18 1.015, H29 0.999
7 O -36.437 -5.797 5.511  H3 1.007, H23 0.945
8 H -35.831 -1.485 6.511  O24 0.881
9 H -37.264 -1.215 9.214  O28 1.075
10 H -38.863 -3.917 2.787  O26 1.024
11 H -38.627 -2.354 3.545  O26 1.064
12 H -39.118 -0.715 3.965  O27 0.937
13 O -34.444 -1.885 7.540  H14 0.971, H19 0.847
14 H -35.240 -1.970 8.088  O13 0.971
15 H -37.330 -2.779 9.053  O28 0.899
16 O -38.544 -5.133 7.365  H5 1.116, H17 0.976
17 H -38.514 -4.318 6.830  O16 0.976
18 H -38.354 -3.093 5.077  O6 1.015
19 H -34.255 -1.102 7.804  O13 0.847
20 O -41.095 -4.116 4.433  H4 0.900, H30 0.895
21 H -35.241 -1.202 5.498  O24 0.945
22 H -40.499 -0.928 6.585  O2 1.004
23 H -37.140 -5.790 6.143  O7 0.945
24 O -36.114 -1.027 5.814  H8 0.881, H21 0.945
25 H -39.441 -2.052 6.057  O2 0.947
26 O -38.602 -3.413 3.639  H10 1.024, H11 1.064
27 O -38.223 -0.498 3.796  H1 1.044, H12 0.937
28 O -36.977 -2.070 8.628  H9 1.075, H15 0.899
29 H -37.359 -2.522 6.260  O6 0.999
30 H -41.513 -4.146 5.224  O20 0.895

Here is what Mulliken gives for the atomic charges, in e:
1 H 0.39
2 O -0.68
3 H 0.29
4 H 0.37
5 H 0.33
6 O -0.62
7 O -0.64
8 H 0.22
9 H 0.32
10 H 0.30
11 H 0.39
12 H 0.35
13 O -0.67
14 H 0.41
15 H 0.29
16 O -0.79
17 H 0.50
18 H 0.41
19 H 0.28
20 O -0.60
21 H 0.28
22 H 0.26
23 H 0.37
24 O -0.56
25 H 0.35
26 O -0.71
27 O -0.72
28 O -0.68
29 H 0.29
30 H 0.27



The following is a DFT calculation (wB97M-V/def2-TZVPD) of a 10-piece molecular cluster, H20O10 overall at a distorted geometry.

Its HOMO energy is -10.4 eV. The charge is 0. The calculation puts the energy above the lowest of the compared OMol25 structures with the same formula, charge and spin at 264.56 kJ/mol. The calculation puts the frontier orbital gap at 10.6 eV. For the total energy, the calculation gives -20799.8707 eV. As for the SMILES: O.O.O.O.O.O.O.O.O.O.

Each atom is followed by the atoms it is bonded to, with distances in Å.
Element x y z (Å)
1 H 2.212 -0.443 1.482  O18 1.000
2 H -1.746 -1.926 2.282  O19 1.041
3 H 0.825 3.191 1.423  O21 1.076
4 H 3.016 0.389 -2.169  O13 1.053
5 H 2.458 0.238 0.279  O18 0.968
6 H -2.253 1.133 0.387  O15 1.027
7 O -2.274 0.675 -1.268  H22 0.979, H25 1.078
8 H 0.161 2.212 -0.382  O30 1.101
9 H 1.573 1.190 -1.527  O13 1.065
10 H -0.485 1.662 -1.852  O30 0.990
11 H -1.635 -0.387 1.655  O19 1.083
12 H 1.344 -1.041 -1.373  O28 0.970
13 O 2.145 0.293 -1.585  H4 1.053, H9 1.065
14 H -0.816 -1.927 -1.335  O20 1.077
15 O -2.140 1.089 1.408  H6 1.027, H29 0.981
16 O 1.441 -1.878 1.437  H24 1.019, H27 1.062
17 H -1.774 -2.038 -0.198  O20 1.026
18 O 2.378 0.504 1.206  H1 1.000, H5 0.968
19 O -1.119 -1.339 1.695  H2 1.041, H11 1.083
20 O -1.885 -1.899 -1.208  H14 1.077, H17 1.026
21 O 0.268 2.320 1.128  H3 1.076, H26 1.047
22 H -2.222 -0.298 -1.367  O7 0.979
23 H 1.352 -2.431 -1.894  O28 0.996
24 H 0.546 -1.660 1.872  O16 1.019
25 H -3.273 0.987 -1.521  O7 1.078
26 H 0.865 1.475 1.290  O21 1.047
27 H 1.101 -1.937 0.433  O16 1.062
28 O 0.886 -1.881 -1.208  H12 0.970, H23 0.996
29 H -1.247 1.492 1.442  O15 0.981
30 O 0.300 2.131 -1.471  H8 1.101, H10 0.990

Here is what Mulliken gives for the atomic charges, in e:
1 H 0.51
2 H 0.32
3 H 0.36
4 H 0.27
5 H 0.38
6 H 0.44
7 O -0.80
8 H 0.47
9 H 0.44
10 H 0.36
11 H 0.44
12 H 0.43
13 O -0.80
14 H 0.50
15 O -0.85
16 O -0.85
17 H 0.39
18 O -0.86
19 O -0.82
20 O -0.86
21 O -0.88
22 H 0.46
23 H 0.34
24 H 0.49
25 H 0.34
26 H 0.48
27 H 0.47
28 O -0.86
29 H 0.49
30 O -0.81



The following is a DFT calculation (wB97M-V/def2-TZVPD) of a 10-piece molecular cluster, H20O10 overall at a distorted geometry.

Its HOMO energy is -10.1 eV. The charge is 0. The calculation puts the energy above the lowest of the compared OMol25 structures with the same formula, charge and spin at 264.10 kJ/mol. The calculation puts the frontier orbital gap at 9.3 eV. For the total energy, the calculation gives -20799.8754 eV. As for the SMILES: O.O.O.O.O.O.O.O.O.O.

Each atom is followed by the atoms it is bonded to, with distances in Å.
Element x y z (Å)
1 H -0.833 -1.487 -2.359  O21 0.981
2 O -2.664 -0.762 1.422  H13 0.972, H19 0.971
3 H 2.643 -1.823 -0.946  O30 0.947
4 O 3.628 1.315 1.018  H5 0.948, H25 0.948
5 H 2.935 1.634 0.455  O4 0.948
6 O -0.966 -2.792 0.289  H9 0.953, H28 0.966
7 H -2.300 -1.802 -1.057  O23 0.926
8 H 0.759 0.190 1.144  O26 0.971
9 H -1.433 -2.415 1.029  O6 0.953
10 H 1.716 3.088 -1.004  O29 0.952
11 O 0.335 1.259 2.384  H18 0.958, H27 0.919
12 H 0.497 -0.809 -1.910  O21 0.936
13 H -3.386 -0.160 1.175  O2 0.972
14 O -1.367 1.420 -0.520  H17 0.948, H20 0.919
15 H 2.368 -0.348 -0.542  O30 0.980
16 H -0.190 -0.006 0.014  O26 0.946
17 H -1.460 2.028 0.202  O14 0.948
18 H -0.538 1.231 2.777  O11 0.958
19 H -2.362 -0.441 2.287  O2 0.971
20 H -2.188 1.050 -0.703  O14 0.919
21 O 0.135 -1.430 -2.509  H1 0.981, H12 0.936
22 H 0.648 2.120 -0.670  O29 0.934
23 O -2.499 -1.335 -1.831  H7 0.926, H24 0.973
24 H -3.112 -1.917 -2.313  O23 0.973
25 H 4.293 1.032 0.404  O4 0.948
26 O 0.659 -0.299 0.311  H8 0.971, H16 0.946
27 H 0.545 2.097 2.698  O11 0.919
28 H -0.171 -2.255 0.174  O6 0.966
29 O 1.388 2.547 -0.292  H10 0.952, H22 0.934
30 O 2.911 -0.930 -1.114  H3 0.947, H15 0.980

Here is what Mulliken gives for the atomic charges, in e:
1 H 0.42
2 O -0.56
3 H 0.32
4 O -0.60
5 H 0.29
6 O -0.69
7 H 0.38
8 H 0.27
9 H 0.32
10 H 0.29
11 O -0.52
12 H 0.30
13 H 0.29
14 O -0.62
15 H 0.35
16 H 0.26
17 H 0.29
18 H 0.22
19 H 0.27
20 H 0.22
21 O -0.69
22 H 0.30
23 O -0.66
24 H 0.27
25 H 0.32
26 O -0.43
27 H 0.27
28 H 0.37
29 O -0.61
30 O -0.64